[1]
C17H34BeFO11 | the ωB97M-V functional and the def2-TZVPD basis

**Frontier orbital gap**: 1.56 eV
**Electronic energy**: -43801.32864 eV
**ΔE to the lowest compared entry with this formula, charge and spin**: 176.5 kcal/mol
**Net charge**: +1
**Lowest unoccupied orbital energy**: -10.2 eV

```
64
Properties=species:S:1:pos:R:3:forces:R:3:mulliken_charge:R:1
Be 2.603687 5.497873 0.731499 -0.333 -0.700 -0.109 0.846
F 0.988477 2.062793 -0.318081 0.298 0.641 0.185 -0.330
C -3.021973 -3.657907 2.911929 0.123 -0.520 0.646 -0.619
C -2.824833 -4.972117 3.715529 -0.535 0.773 -0.647 -0.557
C -1.915263 -5.710227 2.794349 0.471 0.766 -0.068 -0.372
O -1.058813 -4.669677 2.207789 0.496 -0.688 -0.077 -0.337
C -1.612603 -3.360257 2.304049 -2.204 -1.247 1.452 -0.288
H -3.530513 -2.927837 3.541599 0.337 0.422 -0.354 0.362
H -3.649393 -3.907297 2.056209 -0.330 0.109 0.092 0.268
H -3.771743 -5.487217 3.877159 0.044 0.010 0.041 0.327
H -2.314473 -4.856817 4.671729 -0.153 0.372 0.047 0.301
H -2.417993 -6.198137 1.959309 -0.080 -0.178 -0.002 0.292
H -1.373223 -6.428387 3.409609 0.726 -0.048 -0.711 0.284
H -1.808753 -2.907877 1.331959 0.816 0.061 -0.154 0.254
H -1.012793 -2.754777 2.983559 0.295 0.190 -0.269 0.292
C -1.018813 -4.452587 -6.101571 1.249 -0.075 -0.756 -0.443
C -0.850543 -3.826317 -4.729491 0.488 1.248 0.549 -0.568
C -0.861513 -2.263467 -5.000131 -0.826 -2.862 -0.568 -0.348
O -0.614913 -2.199417 -6.395191 0.213 1.639 -0.665 -0.309
C -0.232023 -3.427797 -6.970921 -0.442 -0.573 0.809 -0.414
H -2.041393 -4.561107 -6.463041 -0.054 0.323 0.164 0.272
H -0.554333 -5.434477 -6.192301 -0.019 -0.049 0.212 0.313
H 0.160337 -3.976337 -4.350371 0.046 -0.648 -0.043 0.261
H -1.536653 -4.130947 -3.939211 -0.125 0.009 -0.247 0.359
H -0.111843 -1.759507 -4.390131 0.018 0.376 -0.249 0.282
H -1.872423 -1.901937 -4.811811 0.064 0.587 -0.020 0.285
H 0.856217 -3.477517 -6.934371 0.496 -0.475 0.855 0.270
H -0.322823 -3.491747 -8.055251 -1.095 0.518 -0.017 0.318
C -0.184113 3.031633 6.149659 1.096 -0.923 -2.098 -0.699
O 0.291777 4.007953 7.051819 -1.190 -0.036 0.943 -0.296
C 1.258677 4.864033 6.732159 -0.391 -0.718 -0.090 0.801
O 1.823167 4.907943 5.687109 0.844 -0.015 -1.806 -0.569
O 1.499827 5.633773 7.753369 0.042 0.583 1.928 -0.306
C 2.666957 6.476593 7.770669 -0.215 0.174 -0.525 -0.614
H -0.252703 3.335563 5.105139 -0.207 1.024 0.087 0.296
H -1.137023 2.542743 6.352259 0.107 0.696 1.026 0.286
H 0.556717 2.246423 5.998909 0.191 -0.258 0.711 0.300
H 3.583497 5.893193 7.682959 -0.147 -0.060 -0.192 0.291
H 2.696887 7.024913 8.712229 -0.377 -0.339 0.008 0.229
H 2.571907 7.206023 6.966299 0.258 -0.107 -0.078 0.283
C -9.592493 2.634143 0.848059 -1.675 -1.475 -1.800 -0.632
O -8.808433 3.092843 1.874799 2.801 0.669 1.392 -0.298
C -7.450863 2.819103 1.892419 0.645 1.523 2.778 0.774
O -6.725013 3.115753 2.864419 -2.408 -0.963 -2.993 -0.574
O -7.037243 2.270173 0.761209 0.949 -0.245 -0.727 -0.299
C -5.613273 2.009843 0.631049 0.494 -0.615 0.201 -0.660
H -9.868973 1.597723 1.041699 0.274 -0.318 -0.210 0.283
H -9.185743 2.719573 -0.159591 0.434 -0.006 0.206 0.280
H -10.570073 3.111053 0.777419 0.265 0.700 0.667 0.275
H -4.971623 2.860053 0.399729 -0.651 0.581 0.424 0.289
H -5.405493 1.338573 -0.202211 -0.907 -0.122 -0.086 0.263
H -5.226673 1.506713 1.517349 -0.212 0.269 0.142 0.298
C 11.478527 0.916473 -5.567661 2.224 -1.044 1.195 -0.622
O 10.133167 1.107493 -5.741481 -2.723 0.743 -0.527 -0.282
C 9.275637 0.674323 -4.830711 -0.739 -1.943 3.457 0.774
O 9.518957 -0.026757 -3.803191 -0.520 2.566 -3.848 -0.571
O 7.999757 1.118283 -5.144771 2.340 0.177 -0.403 -0.294
C 6.972607 0.712373 -4.295161 -1.602 -0.369 0.940 -0.677
H 12.063177 1.199073 -6.443111 -0.602 0.042 -0.159 0.227
H 11.662157 -0.131087 -5.328891 0.190 -0.077 -0.119 0.301
H 11.861617 1.482803 -4.718781 -0.108 0.174 0.061 0.292
H 6.061997 1.299923 -4.412071 0.303 0.547 -0.948 0.265
H 7.136877 0.877793 -3.230381 0.802 -0.566 -0.029 0.298
H 6.636757 -0.295967 -4.537131 0.432 -0.250 0.378 0.288
```
Forces are in eV/Å.


[2]
C29H34F5N2OS2Sb2Ta | the ωB97M-V functional and the def2-TZVPD basis

**Frontier orbital gap (spin up / spin down)**: 3.92 / 3.92 eV
**Electronic energy**: -85493.62402 eV
**ΔE to the lowest compared entry with this formula, charge and spin**: 68.7 kcal/mol
**Net charge**: +4
**Lowest unoccupied orbital energy (spin up / spin down)**: -14.3 / -14.3 eV

```
76
Properties=species:S:1:pos:R:3:forces:R:3:mulliken_charge:R:1
Ta -0.010219 0.178042 0.691445 0.414 -0.497 0.195 0.583
C -0.088464 4.362156 0.773270 0.006 -0.053 -0.045 -1.149
Sb -1.168063 2.684493 0.072922 0.131 0.014 0.187 0.645
C -1.235098 2.829155 -2.029494 -0.074 0.026 0.021 -1.196
C -3.243047 2.927489 0.723655 0.157 0.008 -0.055 -1.485
C -4.142287 2.481519 -0.367376 -0.087 0.102 0.081 0.548
C -4.572479 3.422931 -1.307964 0.014 -0.053 0.001 -0.567
C -5.409811 3.059861 -2.346015 -0.006 0.022 0.000 -0.737
C -5.835351 1.738649 -2.465005 -0.026 -0.027 0.002 -0.705
C -5.427974 0.797116 -1.537749 0.013 0.039 -0.024 -0.537
C -4.582211 1.146673 -0.480953 -0.096 -0.044 0.057 0.792
C -4.233207 0.108860 0.517425 0.180 -0.197 0.041 -1.431
Sb -2.449048 -1.034690 -0.021076 -0.201 0.025 -0.086 0.710
C -2.657871 -1.457125 -2.070826 0.032 0.026 -0.085 -1.172
C -2.647655 -2.863673 1.027399 0.027 0.034 0.007 -1.140
H -0.500314 5.222638 0.247335 0.042 0.048 0.040 0.434
H 0.960763 4.227202 0.521536 0.014 0.089 0.038 0.422
H -0.232312 4.460479 1.846092 0.034 0.041 -0.001 0.406
H -1.727009 3.779378 -2.233524 0.033 -0.008 -0.144 0.478
H -1.823589 2.011553 -2.439767 -0.008 0.026 -0.034 0.315
H -0.222129 2.823695 -2.425685 -0.007 0.049 -0.033 0.522
H -3.257015 4.006024 0.885986 -0.150 0.001 -0.016 0.705
H -3.333647 2.430225 1.685048 -0.089 -0.030 -0.032 0.538
H -4.277634 4.460867 -1.202937 0.012 0.005 0.017 0.537
H -5.753469 3.806351 -3.049344 -0.002 0.000 -0.008 0.477
H -6.509467 1.454457 -3.261798 -0.002 0.006 -0.006 0.468
H -5.809989 -0.214876 -1.608876 0.010 -0.015 0.009 0.514
H -4.936711 -0.725940 0.526966 -0.157 0.130 0.021 0.694
H -4.069506 0.434372 1.541473 -0.101 0.095 -0.025 0.616
H -3.393022 -2.256293 -2.158746 0.012 -0.009 -0.040 0.459
H -1.698592 -1.772399 -2.473014 -0.042 -0.030 -0.070 0.449
H -3.016994 -0.558956 -2.570675 0.011 -0.025 -0.033 0.347
H -3.582017 -3.296428 0.670507 0.005 -0.071 0.052 0.431
H -2.706741 -2.666393 2.095219 -0.021 -0.067 0.006 0.405
H -1.813398 -3.518023 0.786592 -0.027 -0.042 0.024 0.409
F 4.812707 -4.184027 -0.854092 0.066 -0.083 -0.002 -0.202
C 4.054020 -3.132422 -0.902901 -0.033 -0.013 0.029 0.594
C 2.804786 -3.173222 -0.263757 0.138 0.047 -0.072 -0.145
F 2.417518 -4.254331 0.371098 -0.115 0.001 0.069 -0.232
C 2.040057 -2.040227 -0.327389 0.088 -0.181 -0.006 0.472
F 0.787019 -2.002637 0.295532 -0.094 0.015 -0.089 -0.215
C 2.430344 -0.890627 -0.994787 0.027 0.021 0.032 0.140
S 1.300962 0.437882 -1.157454 -0.174 0.245 -0.027 -0.133
C 3.678380 -0.862216 -1.615445 -0.003 -0.119 0.053 0.139
F 4.070012 0.215770 -2.249439 -0.008 0.046 -0.024 -0.252
C 4.492668 -1.990148 -1.569050 -0.080 0.035 0.043 0.239
F 5.662090 -1.983056 -2.141001 0.054 0.021 -0.053 -0.191
C -1.202433 -2.880426 8.092821 -0.073 -0.021 -0.028 -1.331
C -1.104548 -2.548779 6.604771 0.173 -0.008 0.032 -0.157
C 0.182302 -1.781697 6.349114 0.083 0.198 -0.374 -0.815
N 0.276976 -1.346405 4.901566 -0.062 -0.044 0.192 -0.017
C 0.522672 -0.152971 4.468542 0.120 0.074 -0.232 0.461
S 1.100200 -0.003600 2.714876 0.104 0.382 0.198 -0.347
N 0.488254 0.955037 5.168914 -0.190 -0.149 0.178 -0.053
C -0.679606 1.187971 6.184252 0.044 0.424 -0.368 0.354
O -1.696063 0.662182 5.863800 -0.050 -0.189 0.137 -0.509
C -0.348565 2.098420 7.253609 0.121 -0.281 -0.097 0.596
C 0.979944 2.438322 7.553692 -0.049 0.107 0.168 -0.193
C 1.234396 3.293747 8.608015 -0.130 -0.078 -0.071 -0.922
C 0.168413 3.793023 9.353068 0.061 0.142 0.102 -0.351
C -1.149298 3.453340 9.062227 -0.008 -0.069 -0.100 -0.682
C -1.417843 2.594788 8.013929 0.071 0.096 0.121 -0.512
H -2.086888 -3.479680 8.298072 -0.009 0.004 -0.046 0.376
H -1.276674 -1.970865 8.689853 0.040 -0.009 0.016 0.356
H -0.336236 -3.451697 8.426936 0.008 0.020 0.024 0.360
H -1.948193 -1.941987 6.276472 -0.083 0.025 0.056 0.266
H -1.096252 -3.468688 6.012666 -0.013 -0.006 0.008 0.358
H 1.077211 -2.388100 6.497763 -0.070 -0.077 0.118 0.555
H 0.269441 -0.890333 6.970281 -0.027 -0.103 -0.045 0.257
H 0.224527 -2.094601 4.223129 0.012 -0.049 0.043 0.269
H 1.010948 1.763480 4.858113 -0.010 0.005 0.015 0.438
H 1.812540 2.010612 7.011099 0.008 -0.006 -0.064 0.455
H 2.248801 3.566992 8.860819 0.010 -0.019 0.015 0.450
H 0.371707 4.460505 10.180861 -0.004 -0.002 -0.005 0.435
H -1.957680 3.859648 9.654004 0.006 -0.025 0.017 0.451
H -2.432019 2.302985 7.777846 -0.002 0.006 -0.025 0.452
```
Forces are in eV/Å.


- What is the electronic energy in the first record?
  -43801.32864 eV